Formula: C22H18AuFN3O5S2
Source: the OMol25 dataset
Level of theory: ωB97M-V with the def2-TZVPD basis set

**Charge**: +1
**Expectation value of S²**: 2.026
**Kohn-Sham gap (spin up / spin down)**: 6.4 / 2.9 eV
**Spin multiplicity**: 3
**ΔE to the lowest compared entry with this formula, charge and spin**: 25.8 kJ/mol

Last column: Löwdin charge in e.
Cartesian coordinates (Å):
C  -2.3149  3.7313  -1.2661  -0.214
H  -0.9568  -0.5050  5.7142  0.070
C  -2.4958  -3.8576  -0.2306  -0.045
H  -2.8624  1.2192  1.0161  0.115
O  -0.7340  2.1401  0.0560  -0.614
S  -1.8121  -1.8844  3.9028  1.044
H  -4.7493  -0.3845  1.2419  0.114
N  4.6132  0.5331  -1.8062  0.084
H  5.2391  -1.5392  -4.2564  0.190
S  -1.4167  2.1583  -1.2903  0.935
F  6.5691  -1.8413  -0.0864  0.228
C  -1.4833  -2.1546  1.1149  -0.301
N  -0.9245  -1.6144  0.0181  0.042
C  -2.8295  1.0611  -1.1188  -0.412
C  -0.1026  0.0240  3.7575  -0.194
C  -0.8754  -0.6602  4.6496  -0.402
C  5.9419  -1.2610  -1.0502  -0.099
H  -2.7314  -3.7107  1.9052  0.105
H  4.3429  2.3791  -0.8742  0.153
H  5.2428  0.3625  0.1637  0.174
O  1.5924  0.7027  -1.2556  -0.076
H  -2.0330  -3.7170  -2.3343  0.109
C  5.9516  -1.9148  -2.3718  -0.350
O  3.9591  0.5698  -4.0047  0.197
H  -5.7181  -1.4374  -0.7753  0.111
O  6.4747  -2.9573  -2.6324  0.203
H  -3.1106  -4.7429  -0.3265  0.116
C  -3.3165  0.7643  0.1436  -0.081
H  -0.6367  -1.6707  -2.0120  0.118
C  -1.1563  -1.4891  2.3560  -0.537
H  3.4209  2.1202  -2.3961  0.140
H  -2.9110  3.8159  -2.1740  0.062
C  -2.2923  -3.2878  1.0117  -0.015
H  -1.5638  4.5173  -1.2234  0.056
C  -4.3612  -0.1385  0.2620  -0.061
N  5.2680  -1.1541  -3.3203  0.235
Au  0.4836  0.1735  0.6783  1.101
C  2.5970  1.1204  -0.6374  -0.670
C  -3.3615  0.4779  -2.2583  -0.095
C  -4.9071  -0.7272  -0.8727  -0.068
O  2.7544  1.0681  0.5915  -0.026
H  -2.9417  3.7449  -0.3777  0.064
C  3.7857  1.6693  -1.4802  0.003
C  4.5618  0.0084  -3.1386  -0.397
H  -2.9539  0.7221  -3.2332  0.112
H  0.5562  0.8318  4.0422  0.102
C  -1.1199  -2.1618  -1.1750  -0.118
C  -4.4151  -0.4153  -2.1324  -0.073
C  5.2783  -0.0913  -0.8201  0.119
C  -0.2576  -0.4470  2.4346  -0.310
C  -1.8995  -3.2916  -1.3499  -0.054
H  -4.8411  -0.8729  -3.0155  0.110



Formula: C22H18AuN4O2Se
Source: the OMol25 dataset
Level of theory: ωB97M-V with the def2-TZVPD basis set

**Charge**: -1
**Kohn-Sham gap**: 6.5 eV
**ΔE to the lowest compared entry with this formula, charge and spin**: 15.9 kJ/mol

Last column: Löwdin charge in e.
Cartesian coordinates (Å):
C  0.2082  1.9442  -1.0823  -0.807
C  -4.0532  -1.8716  -0.1808  -0.097
C  -0.3300  -1.4882  0.2516  -0.499
H  -2.3285  -1.8050  -1.4661  0.108
N  1.7412  -0.8215  0.8574  -0.110
H  -3.3986  2.0970  -3.1311  0.105
H  0.5794  1.4258  -3.5596  0.037
C  -4.1307  2.5134  0.1665  -0.105
H  2.5596  -1.7629  2.4938  0.112
H  -1.0096  0.6449  -3.6874  0.099
H  4.6134  -1.0566  3.2640  0.097
H  -4.7625  -1.9739  -0.9932  0.094
C  -1.9895  2.0825  -1.4995  -0.167
C  5.0294  -1.0188  2.2623  -0.091
C  6.0721  -0.9576  -0.2654  -0.043
H  6.4662  -0.9469  -1.2742  0.103
H  -1.5160  -1.5010  2.6973  0.099
H  -3.9413  -1.6942  3.1920  0.093
C  2.7281  -1.2022  1.5649  -0.139
C  -2.2374  -1.5947  1.8974  -0.043
Au  1.9987  -1.4156  -1.3815  0.755
N  -0.4415  2.1258  0.0996  0.120
H  7.9906  -0.8537  0.6620  0.089
C  -1.7768  -1.6072  0.5815  -0.153
H  -5.3178  2.4606  -1.6112  0.095
C  -1.8022  2.2024  -0.1158  -0.183
C  -3.2485  2.1789  -2.0638  -0.017
C  -2.8690  2.4186  0.7360  -0.014
C  -4.5032  -1.8353  1.1307  -0.116
C  4.6566  -0.9907  -0.1474  -0.377
N  -0.7415  1.9107  -2.0627  -0.081
C  -4.3171  2.3944  -1.2057  -0.107
H  -2.7208  2.5004  1.8031  0.111
O  4.0076  -1.0206  -1.2759  -0.297
N  0.4506  -1.0743  1.2119  0.043
H  7.0419  -0.9188  2.9749  0.080
C  -0.4918  1.5728  -3.4379  -0.045
C  6.9185  -0.9092  0.8153  -0.126
O  0.0028  -1.8621  -0.9492  -0.243
H  -4.9875  2.6830  0.8039  0.096
H  -5.5635  -1.8927  1.3436  0.090
H  0.0236  1.9882  0.9817  0.148
C  -2.6996  -1.7668  -0.4511  -0.034
H  -0.8314  2.3748  -4.0963  0.092
C  4.1265  -1.0216  1.1890  -0.154
C  -3.5904  -1.7071  2.1668  -0.104
Se  1.9894  1.9946  -1.3160  0.630
C  6.3954  -0.9420  2.1067  -0.143



Formula: C22H18BrF6NO4PtS2
Source: the OMol25 dataset
Level of theory: ωB97M-V with the def2-TZVPD basis set

**Charge**: -2
**Kohn-Sham gap**: 6.2 eV
**ΔE to the lowest compared entry with this formula, charge and spin**: 0.0 kJ/mol

Last column: Löwdin charge in e.
Cartesian coordinates (Å):
C  0.2938  -1.5536  -5.4499  -0.173
H  -1.9883  0.9666  4.0277  0.101
H  -5.9253  0.4046  -0.2843  0.073
H  -1.4288  0.8617  -3.6957  0.061
F  3.1886  3.4748  4.6491  0.121
C  -2.6707  0.1203  0.7644  -0.228
H  -1.1669  -2.3348  -3.4553  -0.007
F  5.0426  2.7664  3.7864  0.117
C  -5.2579  0.8849  1.7207  -0.118
H  0.8561  0.8053  -2.9832  0.058
O  2.8425  0.8485  3.3630  -0.285
C  -1.3521  -0.2406  0.3293  -0.328
H  0.6895  -0.3182  0.9794  0.059
Pt  -0.4698  -1.1863  -1.2702  0.707
C  1.1575  0.2004  -3.8381  -0.119
C  -2.8885  0.5655  2.1080  -0.182
H  -2.1146  -0.3114  -4.8098  0.057
C  0.8316  -3.2005  -7.6787  -0.126
O  3.9018  0.5490  7.7993  -0.296
C  -3.8420  0.0868  -0.0518  -0.608
F  4.7788  2.7616  5.9320  0.120
S  2.5621  0.4670  7.2890  0.563
N  2.3681  0.7951  5.7655  -0.298
H  2.0023  -0.4044  -3.5078  0.070
C  1.7154  1.9356  8.0149  -0.679
C  -1.2095  0.2489  -4.5700  -0.080
C  -0.5469  0.3046  2.6012  -0.079
C  1.5792  -1.6682  -5.9756  -0.034
H  0.2934  0.3773  3.2798  0.083
C  -5.0830  0.4515  0.3919  -0.184
H  -0.9699  0.8981  -5.4194  0.081
H  -1.7229  -2.2498  -5.6788  0.102
C  4.1549  2.5574  4.7686  -0.677
H  -1.2640  -3.6683  -7.6181  0.091
C  -1.8031  0.6354  3.0118  -0.065
F  1.7397  1.8445  9.3564  0.107
Br  -3.7815  -0.4628  -1.8754  0.710
H  -4.2914  1.2700  3.5797  0.100
C  -0.4325  -1.6017  -3.0826  -0.360
O  1.7282  -0.6226  7.7087  -0.294
F  0.4385  2.0169  7.6357  0.125
C  -0.7150  -2.2977  -6.0700  -0.047
F  2.3241  3.0770  7.6773  0.119
H  2.3921  -1.1205  -5.5204  0.096
S  3.4713  0.8481  4.6486  0.561
H  -6.2441  1.1722  2.0665  0.088
C  -0.4560  -3.1052  -7.1652  -0.102
C  -0.3383  -0.1049  1.2674  -0.181
H  1.4713  0.8589  -4.6569  0.077
H  2.8603  -2.5442  -7.4529  0.091
H  1.0382  -3.8336  -8.5335  0.086
C  -0.0256  -0.6810  -4.2372  -0.616
O  4.6014  -0.0050  4.8796  -0.289
C  -4.1818  0.9382  2.5527  -0.067
C  1.8467  -2.4780  -7.0739  -0.104



Formula: C22H18BrN3OOsS4Sb
Source: the OMol25 dataset
Level of theory: ωB97M-V with the def2-TZVPD basis set

**Charge**: -1
**Expectation value of S²**: 6.029
**Kohn-Sham gap (spin up / spin down)**: 6.7 / 5.9 eV
**Spin multiplicity**: 5
**ΔE to the lowest compared entry with this formula, charge and spin**: 58.2 kJ/mol

Last column: Löwdin charge in e.
Cartesian coordinates (Å):
H  1.0432  1.7502  3.5863  0.113
C  -5.0018  -1.4812  -1.7524  -0.680
C  -3.8393  -1.5006  -2.5073  -0.103
C  4.0270  -1.0278  2.5863  -0.100
H  3.6850  -1.6210  -3.4206  0.099
Br  -6.6644  -1.8479  -2.5933  0.715
H  -5.8349  -1.2336  0.2141  0.104
H  -1.2522  1.2701  0.0027  0.065
H  5.8994  0.0227  2.6960  0.089
H  2.0440  -1.8232  2.4072  0.073
C  -1.8627  2.8502  1.3145  -0.100
C  -0.5587  3.1385  3.2965  -0.103
H  -1.7216  -1.2065  -2.3999  0.089
H  4.4415  -1.9554  2.9625  0.099
N  -2.5891  -0.8939  -0.5613  -0.022
H  -0.2426  1.2625  -3.4244  0.134
C  1.9732  -0.9462  -2.3490  -0.679
C  0.0191  1.3782  1.7315  -0.330
C  -4.9530  -1.2002  -0.4069  -0.131
H  2.5524  2.2465  1.2029  0.115
C  -3.7101  -0.9160  0.1466  -0.177
Sb  -1.6904  -4.1547  1.8745  0.213
S  -3.9370  -4.0631  1.5137  -0.351
H  -3.6193  -0.6988  1.2035  0.094
C  4.3074  1.2576  1.9403  -0.102
N  0.7867  0.2754  1.3677  -0.210
H  -3.8490  -1.7454  -3.5590  0.099
Os  -0.1577  -1.3029  0.4645  0.890
N  0.8821  -0.1204  -2.4239  -0.206
O  0.0165  -0.0438  -1.4339  -0.331
C  -1.6152  3.5430  2.4918  -0.122
C  0.6464  0.6550  -3.5026  -0.034
C  2.6834  -0.9607  2.2619  -0.086
H  -2.2340  4.3841  2.7783  0.088
C  2.5963  -0.1799  -4.5694  -0.091
H  -0.3657  3.6524  4.2314  0.095
C  2.1253  0.2196  1.7551  -0.349
H  4.9417  2.1264  1.8052  0.094
S  -0.6625  -3.4101  -0.2839  -0.169
C  2.9672  1.3321  1.6085  -0.038
C  -1.0616  1.7886  0.9335  -0.055
C  4.8504  0.0781  2.4331  -0.118
C  1.4761  0.6575  -4.5901  -0.081
H  3.2730  -0.2125  -5.4136  0.101
S  2.2293  -1.8801  -0.9639  0.624
H  -2.6868  3.1479  0.6765  0.097
C  2.8309  -0.9617  -3.4686  -0.102
S  -1.0326  -1.8115  2.5006  -0.109
C  0.2451  2.0738  2.9313  -0.035
C  -2.6579  -1.2021  -1.8574  -0.174
H  1.2573  1.2907  -5.4369  0.097



Formula: C22H18Cl2IrN6S4
Source: the OMol25 dataset
Level of theory: ωB97M-V with the def2-TZVPD basis set

**Charge**: +2
**Expectation value of S²**: 8.897
**Kohn-Sham gap (spin up / spin down)**: 3.4 / 5.0 eV
**Spin multiplicity**: 6
**ΔE to the lowest compared entry with this formula, charge and spin**: 306.3 kJ/mol

Last column: Löwdin charge in e.
Cartesian coordinates (Å):
S  3.9579  4.9629  -2.7823  0.872
C  1.3956  -3.4459  -0.1065  -0.032
C  -5.4238  0.7209  0.7554  -0.202
H  0.8364  -2.3160  -5.6554  0.057
C  5.7204  2.6256  2.3288  -0.051
C  5.0104  3.7934  0.3422  -0.014
N  -1.2306  -1.1980  0.6854  0.054
H  4.8918  0.6628  2.6099  0.113
H  -0.2812  -3.7110  -5.4532  0.056
Cl  -1.1550  -1.7110  -4.5005  0.568
C  1.7865  -3.0367  2.6081  -0.041
C  -7.5990  1.7028  0.5148  -0.036
N  2.7463  1.4777  -1.3532  0.021
C  2.5855  -3.9425  1.9153  -0.024
S  -2.3946  -0.4923  -1.6610  0.577
H  1.2082  -3.6516  -1.1486  0.015
Cl  1.0112  -3.2998  -3.5105  0.598
H  6.3404  4.6095  1.7909  0.120
H  6.3128  2.5988  3.2364  0.118
C  0.1543  -2.8351  -4.9979  -0.810
H  3.3616  -4.4925  2.4355  0.124
C  0.5985  -2.5209  0.5791  -0.237
C  2.0615  1.3820  -2.4777  -1.069
H  -3.8514  1.2753  -0.4260  0.137
C  -5.8823  -0.1180  1.7893  0.022
S  1.1353  0.0674  -3.0130  0.575
C  -7.1995  -0.0400  2.1633  -0.031
C  2.3771  -4.1524  0.5567  -0.042
C  5.7436  3.7495  1.5138  -0.054
H  5.0476  4.6834  -0.2421  0.077
N  -0.4023  -1.8135  -0.1052  -0.123
Ir  -0.6073  -1.7098  -2.1282  0.471
S  2.2108  2.7660  -3.5185  0.940
H  3.5865  0.7137  0.5401  0.097
H  -5.9085  2.2961  -0.6595  0.130
H  2.9705  -4.8796  0.0179  0.122
H  -7.5719  -0.6773  2.9548  0.125
C  0.7974  -2.3315  1.9587  0.009
C  4.9317  1.5386  1.9723  -0.061
H  -5.1920  -0.7984  2.2733  0.122
H  1.9390  -2.8868  3.6696  0.122
C  3.3134  3.4829  -2.3825  -1.024
C  -2.2835  -0.6128  0.1416  -0.666
C  -6.2853  1.6449  0.1260  0.017
H  -8.2725  2.3999  0.0348  0.125
N  -3.2452  -0.1419  0.8985  0.092
H  -9.1000  0.9182  1.8386  0.126
C  4.2340  2.6886  -0.0366  -0.151
N  3.4522  2.6090  -1.2436  -0.084
N  -4.1377  0.6508  0.3222  0.054
H  0.1737  -1.6276  2.4873  0.115
C  4.1940  1.5601  0.8089  -0.017
C  -8.0627  0.8622  1.5325  -0.005



Electronic energy per entry: -2421.2375, -3755.8344, -5293.7581, -5586.4191, -3794.3252 a.u.